*P*
50
Properties=species:S:1:pos:R:3 method="wB97M-V/def2-TZVPD" multiplicity=1 smiles="CN(CCCCNC(=O)c1cc2nc(Cl)ccc2o1)C(=O)[C@](C)(O)CC(F)F" homo_ev=-9.2
C 1.189 1.028 0.141
N -0.215 1.095 -0.242
C -0.537 0.316 -1.437
C -0.260 1.095 -2.721
C -0.240 0.249 -3.998
C 0.432 -1.114 -3.869
N 1.814 -0.984 -3.428
C 2.295 -1.574 -2.307
O 1.650 -2.306 -1.581
C 3.719 -1.247 -2.009
C 4.740 -0.811 -2.781
C 5.869 -0.708 -1.897
N 7.132 -0.328 -2.127
C 7.913 -0.350 -1.078
Cl 9.566 0.138 -1.324
C 7.535 -0.728 0.222
C 6.234 -1.121 0.458
C 5.403 -1.102 -0.647
O 4.091 -1.436 -0.709
C -1.066 1.739 0.592
O -0.682 2.251 1.635
C -2.582 1.776 0.278
C -3.190 0.476 0.819
O -2.781 1.884 -1.129
C -3.160 3.011 0.981
C -4.660 3.041 1.051
F -5.078 4.238 1.542
F -5.216 2.927 -0.214
H 1.390 1.762 0.913
H 1.436 0.030 0.513
H 1.815 1.234 -0.729
H 0.077 -0.583 -1.376
H -1.574 -0.003 -1.416
H -0.996 1.891 -2.813
H 0.714 1.583 -2.609
H -1.264 0.065 -4.337
H 0.240 0.818 -4.799
H -0.070 -1.750 -3.143
H 0.403 -1.633 -4.830
H 2.400 -0.311 -3.894
H 4.725 -0.614 -3.839
H 8.268 -0.706 1.014
H 5.891 -1.423 1.438
H -3.095 0.435 1.905
H -4.245 0.406 0.549
H -2.681 -0.391 0.400
H -3.695 2.160 -1.270
H -2.775 3.058 1.998
H -2.824 3.907 0.457
H -5.111 2.256 1.658



*Q*
50
Properties=species:S:1:pos:R:3 method="wB97M-V/def2-TZVPD" multiplicity=1 smiles="CN(CCCCNC(=O)c1cc2nc(Cl)ccc2o1)C(=O)[C@](C)(O)CC(F)F" homo_ev=-9.1
C 0.300 0.866 -0.709
N -0.631 -0.147 -0.226
C -0.050 -1.079 0.742
C 0.393 -2.387 0.109
C 1.052 -3.318 1.116
C 1.498 -4.633 0.484
N 0.365 -5.448 0.073
C -0.159 -5.375 -1.177
O 0.328 -4.737 -2.089
C -1.411 -6.164 -1.360
C -1.988 -7.148 -0.633
C -3.188 -7.492 -1.342
N -4.137 -8.399 -1.072
C -5.110 -8.450 -1.944
Cl -6.372 -9.611 -1.638
C -5.225 -7.657 -3.098
C -4.248 -6.724 -3.375
C -3.215 -6.663 -2.458
O -2.130 -5.851 -2.476
C -1.846 -0.207 -0.824
O -2.175 0.589 -1.696
C -2.923 -1.266 -0.485
C -4.193 -0.497 -0.112
O -2.554 -2.104 0.604
C -3.098 -2.092 -1.775
C -4.329 -2.952 -1.796
F -4.381 -3.665 -2.957
F -4.296 -3.881 -0.770
H -0.170 1.447 -1.494
H 0.589 1.526 0.110
H 1.199 0.386 -1.104
H 0.814 -0.565 1.170
H -0.745 -1.266 1.555
H -0.477 -2.873 -0.329
H 1.088 -2.185 -0.712
H 1.927 -2.832 1.559
H 0.362 -3.527 1.940
H 2.100 -4.447 -0.404
H 2.100 -5.214 1.184
H -0.207 -5.853 0.795
H -1.617 -7.603 0.270
H -6.077 -7.788 -3.748
H -4.289 -6.082 -4.244
H -4.539 0.114 -0.942
H -4.979 -1.192 0.189
H -3.984 0.154 0.737
H -3.200 -2.819 0.649
H -3.167 -1.405 -2.618
H -2.229 -2.738 -1.930
H -5.271 -2.412 -1.701



Most stable structure, least stable structure: *Q*, *P*.